{
  "formula": "C4H6OS",
  "method": "ωB97M-V/def2-TZVPD",
  "e_above_lowest_kcal_mol": 132.7,
  "total_energy_ev": -17122.37342,
  "orbital_gap_ev": 9.164,
  "charge": 0,
  "elements": ["C", "C", "C", "C", "H", "H", "H", "H", "H", "H", "O", "S"],
  "coordinates": [[-2.149, -0.004, 0.486], [-0.801, 0.501, 0.106], [0.457, 0.049, -0.094], [1.773, 0.558, -0.639], [-1.580, -1.399, -0.838], [-2.676, 0.934, 0.344], [-2.173, -0.411, 1.565], [1.765, 1.610, -0.299], [2.103, 0.223, -1.610], [2.842, -0.578, 1.469], [-2.669, -0.891, -0.553], [3.110, -0.589, 0.063]]
}